Density functional theory data (ωB97M-V with the def2-TZVPD basis set) for 5 unconnected molecules or ions with the total composition C46H96N2O3P in a non-equilibrium geometry.

Properties
- 2S+1 = 1
- charge = -1
- HOMO-LUMO gap (eV) = 6.12

The geometry in XYZ format:
```
148
Properties=species:S:1:pos:R:3:forces:R:3:mulliken_charge:R:1
C 0.89209 -0.17530 4.50832 0.33 -1.00 0.23 -0.95
C 0.16281 -1.53474 3.88021 0.49 1.09 0.11 0.13
O 0.72608 -1.66801 2.50213 -1.66 1.77 0.76 -0.25
C -1.47529 -1.42804 3.81164 0.97 1.49 2.08 -0.48
P -2.29526 -2.64918 2.57086 -0.12 -0.95 -0.42 1.63
C -1.45134 -4.14928 3.45431 0.71 -1.77 0.97 -0.90
C -0.20864 -4.79198 2.57410 -1.96 -3.93 -2.21 -0.06
N -0.44024 -5.94715 1.82211 0.63 4.78 3.62 -0.67
C -4.07017 -2.22384 3.13108 -1.70 0.44 1.48 -1.15
C -4.65703 -0.79813 2.57021 1.01 0.46 0.50 0.40
C -4.76439 -0.68101 0.94001 0.03 -1.28 -0.16 -0.01
C -6.21404 -0.18445 0.36407 0.20 0.62 -0.61 -0.40
C -6.95146 0.99216 1.23364 -0.58 0.74 -1.35 -0.57
C -6.17270 2.46987 1.14912 -1.15 -0.04 1.42 -0.78
C -4.86955 2.56780 2.13949 -0.12 0.49 -0.29 0.77
C -4.38043 4.13375 2.31885 0.83 -0.30 -0.12 -0.86
C -3.02254 4.39495 1.40829 -0.60 0.55 0.66 -0.46
C -1.69710 3.57089 1.99381 -1.22 -0.70 -1.26 -0.09
C -0.98673 2.83449 0.70985 1.03 -0.57 0.32 -0.26
C 0.68340 2.82831 0.79621 -1.05 -1.07 0.00 -0.50
N 1.12596 1.87989 -0.33720 0.84 -0.76 -1.28 0.25
C 1.78051 0.54309 -0.05984 -0.52 0.53 -5.97 -0.24
C 2.03600 -0.14602 -1.52887 -2.38 4.91 1.96 -0.37
C 1.45209 0.93970 -2.61410 -0.25 0.96 4.05 -0.57
C 0.87187 2.25030 -1.80846 2.81 -5.84 0.84 -0.24
C -2.89946 -3.88109 1.21160 -1.50 -3.53 -7.16 0.12
O -3.76095 -4.88368 1.40646 3.30 4.01 0.44 -0.71
O -2.40139 -3.68581 -0.18457 -1.94 -0.01 7.11 -0.80
H 0.68089 -0.16517 5.66732 0.31 0.41 -2.30 0.36
H 2.06833 -0.26591 4.35823 -2.50 0.05 0.30 0.28
H 0.55857 0.80336 3.95123 0.34 -1.89 1.23 0.01
H 0.54283 -2.46017 4.51803 -0.87 1.89 -1.59 0.24
H 0.30632 -0.88082 2.00308 0.90 -1.98 0.92 0.09
H -1.73201 -0.32571 3.49388 0.48 -1.81 0.49 -0.51
H -1.91970 -1.56022 4.91033 1.07 0.29 -2.11 0.45
H -1.68619 -1.88053 1.49941 -0.40 -0.32 0.26 -0.34
H -1.13398 -3.90566 4.57297 -0.42 -0.32 -2.40 0.40
H -2.26911 -5.00743 3.54967 1.67 1.89 -0.52 0.40
H 0.86691 -4.33810 2.49170 -2.36 -0.64 0.32 0.24
H -1.43823 -6.25820 1.96456 1.04 0.73 -0.20 0.32
H -4.02876 -2.11736 4.31870 -0.06 -0.16 -2.42 0.43
H -4.86463 -3.07781 2.93013 2.04 1.57 0.02 0.38
H -3.88147 0.04204 2.91258 -1.83 -1.73 -0.53 -0.33
H -5.66410 -0.59658 3.14924 1.93 -0.37 -1.36 0.22
H -3.86575 -0.01884 0.54695 -2.02 -1.24 0.74 0.02
H -4.57835 -1.76789 0.48884 -0.23 2.32 0.89 0.23
H -6.00248 0.28417 -0.71345 -0.51 -0.98 2.25 0.32
H -6.95602 -1.09133 0.15330 1.65 1.86 0.80 -0.09
H -8.00179 1.18714 0.70039 2.14 -0.49 1.15 0.31
H -7.20870 0.71011 2.34110 0.77 0.52 -2.09 0.25
H -6.97075 3.24834 1.57650 1.67 -1.53 -0.91 0.31
H -5.97588 2.80595 0.03870 -0.09 -0.90 2.17 0.16
H -4.02350 1.90611 1.66980 -1.45 1.38 1.03 -0.60
H -5.10091 2.15402 3.21334 0.18 0.57 -2.24 0.27
H -5.23692 4.87675 2.01616 1.63 -1.46 0.46 0.35
H -4.11164 4.36410 3.44648 -0.54 -0.53 -2.22 0.26
H -2.81691 5.54946 1.42052 -0.23 -2.11 -0.15 0.02
H -3.28242 4.09116 0.29983 0.69 0.47 2.20 0.33
H -0.94944 4.26118 2.57419 -1.54 -1.30 -1.07 0.21
H -2.13488 2.70247 2.67484 1.20 1.98 -1.11 0.24
H -1.28334 1.67945 0.66947 0.53 2.54 0.07 -0.01
H -1.30371 3.29722 -0.32511 0.65 -0.77 2.17 0.31
H 1.03140 2.33128 1.82377 -0.74 1.18 -2.29 0.14
H 1.14633 3.90014 0.68926 -0.85 -2.11 0.09 0.08
H 2.05469 0.08636 0.98220 -0.78 1.41 -2.14 0.43
H 2.50133 -1.20743 -1.69322 -1.17 2.47 0.26 0.20
H 1.43688 0.79066 -3.78952 0.01 0.43 2.92 0.25
H 0.35809 3.23872 -2.18276 1.24 -2.35 1.15 0.28
C 4.22668 -3.32354 -0.37376 0.06 0.04 0.26 -1.52
C 4.95857 -2.79365 -1.59477 -0.11 0.06 -0.18 0.42
C 4.71545 -3.63185 -2.85289 0.08 0.07 -0.09 -0.73
C 5.20523 -5.08241 -2.77616 -0.10 -0.06 0.13 -0.89
C 6.69487 -5.25169 -2.46839 -0.12 -0.11 -0.06 -0.25
C 7.59892 -4.65324 -3.53483 0.19 0.06 0.04 -1.00
H 4.56400 -4.32970 -0.10487 -0.10 0.09 -0.02 0.40
H 4.41013 -2.67398 0.48953 -0.10 -0.12 -0.08 0.39
H 3.14697 -3.35701 -0.54928 0.07 -0.07 0.07 0.37
H 6.03036 -2.72108 -1.38163 -0.01 -0.01 -0.05 -0.33
H 4.61530 -1.76952 -1.78967 0.15 -0.10 -0.01 0.43
H 5.18874 -3.13084 -3.70578 -0.03 -0.05 0.03 0.38
H 3.63983 -3.64181 -3.07019 0.10 0.00 0.04 0.38
H 4.98166 -5.57359 -3.73193 0.04 0.03 0.08 0.40
H 4.62628 -5.62420 -2.01948 0.02 0.07 -0.08 0.30
H 6.91380 -6.32339 -2.38787 -0.04 0.10 0.05 0.38
H 6.93707 -4.81535 -1.49340 -0.06 -0.02 -0.03 0.20
H 7.40721 -5.11194 -4.50969 0.00 0.08 0.04 0.43
H 8.64849 -4.82554 -3.27873 -0.03 0.05 -0.10 0.34
H 7.45466 -3.57222 -3.62763 0.01 -0.10 -0.05 0.04
C 0.44301 7.30027 3.68964 0.22 -0.09 0.17 -1.03
C 0.29068 8.60417 2.92547 -0.20 0.11 -0.03 -0.44
C -0.60064 8.47533 1.68712 0.01 0.13 -0.07 -0.84
C -0.08484 7.51664 0.60788 0.01 -0.10 0.06 0.26
C 1.30831 7.83872 0.06218 -0.11 -0.12 -0.06 -0.45
C 1.38227 9.18952 -0.63251 0.17 0.12 0.00 -1.32
H 0.92537 6.52863 3.08110 -0.07 0.04 0.08 0.19
H 1.06419 7.45284 4.57941 -0.11 -0.11 -0.09 0.39
H -0.53080 6.92300 4.01685 0.08 -0.02 -0.05 0.27
H 1.27814 8.98998 2.65067 -0.06 -0.01 -0.03 0.26
H -0.15401 9.35102 3.59564 0.08 -0.04 -0.11 0.36
H -0.74446 9.47175 1.25250 0.00 -0.09 0.01 0.33
H -1.59687 8.13832 2.00055 0.08 0.02 0.00 0.38
H -0.80090 7.51537 -0.22398 0.07 -0.01 0.06 0.44
H -0.08075 6.49308 0.99981 -0.04 0.05 -0.01 -0.44
H 1.58788 7.06083 -0.65872 -0.01 0.04 0.13 0.38
H 2.05354 7.79579 0.86370 -0.07 -0.03 -0.02 0.30
H 0.67907 9.23559 -1.46971 0.03 0.04 0.08 0.30
H 2.38963 9.35629 -1.02530 -0.12 0.06 -0.01 0.39
H 1.15537 10.01087 0.05446 0.00 -0.06 -0.10 0.28
C 12.03299 1.15052 -3.22615 0.14 0.21 0.18 -1.20
C 11.91560 -0.34990 -3.02061 0.00 -0.16 -0.17 -0.42
C 10.64262 -0.94310 -3.63070 -0.01 -0.15 0.05 -0.57
C 9.32922 -0.42298 -3.03545 0.00 0.12 -0.02 -0.63
C 9.17485 -0.62046 -1.52562 -0.14 0.04 -0.10 -0.46
C 9.17004 -2.08332 -1.10996 0.06 -0.06 0.18 -0.97
H 11.21520 1.69090 -2.73866 0.09 -0.04 -0.09 0.28
H 12.97175 1.51940 -2.79779 -0.13 0.03 -0.10 0.38
H 12.02520 1.40084 -4.29151 -0.04 0.01 0.09 0.29
H 11.97543 -0.58321 -1.95224 -0.05 -0.02 -0.06 0.24
H 12.78197 -0.83465 -3.48867 -0.10 0.01 0.09 0.38
H 10.68154 -2.03456 -3.53254 -0.04 0.09 -0.01 0.23
H 10.63755 -0.73906 -4.70895 0.02 -0.01 0.09 0.40
H 8.49637 -0.92307 -3.54634 0.07 0.04 0.07 0.28
H 9.22178 0.64374 -3.26313 0.01 -0.08 -0.01 0.35
H 8.22773 -0.16596 -1.21043 0.13 0.00 -0.04 0.38
H 9.96507 -0.08723 -0.98629 -0.03 0.01 -0.06 0.29
H 8.35523 -2.62458 -1.60050 0.12 0.01 0.04 -0.04
H 9.03061 -2.16691 -0.02809 -0.01 -0.08 -0.10 0.38
H 10.11346 -2.57840 -1.36071 -0.11 0.00 0.01 0.37
C -10.88304 -2.28979 -2.76744 0.02 0.30 0.05 -1.17
C -9.90302 -3.17023 -3.52355 -0.03 -0.19 -0.12 -0.34
C -9.83079 -4.59833 -2.97595 0.12 -0.08 -0.07 -0.73
C -9.33760 -4.71918 -1.52956 -0.07 0.11 0.07 -0.79
C -7.95490 -4.12072 -1.26053 -0.06 -0.17 0.10 0.10
C -6.84447 -4.80031 -2.04656 0.24 0.17 -0.04 -1.29
H -10.59282 -2.16926 -1.71879 -0.06 -0.02 -0.11 0.27
H -10.91819 -1.29036 -3.21546 -0.07 -0.10 0.10 0.36
H -11.89248 -2.71135 -2.79982 0.06 0.02 0.05 0.29
H -8.91086 -2.70650 -3.52166 -0.05 -0.09 0.03 0.25
H -10.21645 -3.21803 -4.57433 0.09 0.00 0.09 0.35
H -9.18623 -5.19440 -3.63298 -0.04 0.05 0.09 0.31
H -10.82721 -5.05368 -3.04000 0.03 0.05 -0.02 0.40
H -9.32399 -5.78228 -1.25685 0.03 0.10 -0.03 0.38
H -10.06189 -4.24737 -0.85572 -0.01 -0.04 -0.05 0.32
H -7.73504 -4.22015 -0.19060 -0.03 0.06 -0.12 0.37
H -7.95348 -3.04666 -1.47512 -0.05 -0.02 0.01 -0.06
H -6.79625 -5.86739 -1.80878 0.02 0.09 -0.04 0.29
H -5.87801 -4.35254 -1.79691 -0.05 -0.18 -0.02 0.39
H -6.98907 -4.69345 -3.12624 0.00 -0.04 0.06 0.30
```
Positions in Å, forces in eV/Å.